Entry from OMol25: 11 unconnected molecules or ions with the total composition C35H89BN13O18 at a distorted geometry (wB97M-V/def2-TZVPD).

Summary:
HOMO = -6.6149 eV
calculated total energy = -94643.705 eV
relative energy (zero: lowest compared OMol25 entry of this formula, charge and spin) = 257.7 kJ/mol
HOMO-LUMO gap = 0.3025 Ha
lowest unoccupied orbital energy = 1.6179 eV
total charge = -1
multiplicity = 1
strongest force on any atom = 5.945 eV/Å

Last column: Mulliken charge in e.
Element x y z (Å)
O: -3.9943 -1.7346 -1.0790  -0.724
C: -3.1284 -0.8307 -0.9684  -0.159
O: -1.9995 -0.8922 -0.2991  -0.200
B: -1.4494 0.5181 -0.2069  0.336
O: -2.2882 1.3072 -1.0912  1.017
C: -3.2459 0.6287 -1.5714  0.368
O: -4.1536 1.1752 -2.2427  -0.808
O: -0.0192 0.5758 -0.5778  -0.309
C: 0.7549 1.2308 0.2096  0.360
O: 1.8994 1.5503 0.0846  -0.454
C: -0.1609 1.6223 1.3970  0.446
O: -1.4153 1.0805 1.1785  -0.048
O: 0.1897 2.2128 2.3795  -0.668
C: 2.2705 -5.1903 2.8142  -0.953
C: 0.8416 -5.0894 3.3056  0.032
C: 0.1625 -3.8226 2.8625  0.338
O: 0.7139 -2.7631 3.5978  -0.495
C: 0.7840 -1.5590 2.8103  0.088
N: 0.1176 -6.2287 2.7555  -0.759
H: 2.6152 -6.1912 3.0738  0.387
H: 3.0374 -4.4309 2.9671  0.079
H: 2.1890 -5.3046 1.7333  0.036
H: 0.8999 -5.0376 4.3928  0.400
H: -0.9186 -3.8308 3.0018  0.451
H: 0.3832 -3.7271 1.7994  -0.305
H: -0.2101 -1.1946 2.5509  0.385
H: 1.5277 -1.6723 2.0215  -0.378
H: 1.2399 -0.7785 3.4194  0.415
H: 0.4774 -6.3184 1.8160  0.052
H: -0.8299 -5.9291 2.5749  0.403
C: 3.9033 5.0264 -1.1088  -1.160
C: 4.9302 3.8467 -0.8059  0.229
C: 5.1416 3.5510 0.7768  -0.345
O: 5.7404 4.5875 1.4546  -0.401
C: 6.9331 5.0758 0.8820  -0.754
N: 4.5011 2.6659 -1.4803  -0.689
H: 3.5877 5.2530 -2.1272  0.340
H: 4.2853 5.9804 -0.7455  0.350
H: 3.0278 4.6615 -0.5717  0.160
H: 5.9265 4.0948 -1.1717  0.526
H: 5.7047 2.6178 0.7848  0.344
H: 4.2151 3.2804 1.2833  0.147
H: 7.6572 4.2849 0.6861  0.300
H: 7.4445 5.7448 1.5740  0.258
H: 6.6886 5.6256 -0.0269  0.281
H: 3.5217 2.4738 -1.3253  0.158
H: 4.9738 1.9251 -0.9824  0.222
C: 2.6900 -1.3502 -2.2267  -1.166
C: 1.8597 -2.6898 -2.2285  1.023
C: 2.7138 -4.0086 -2.1388  -1.214
O: 1.9440 -5.2250 -2.1808  -0.383
C: 1.0335 -5.4537 -3.2422  -0.397
N: 0.9713 -2.4622 -1.0369  0.605
H: 3.5303 -1.2916 -2.9184  0.596
H: 3.2735 -1.2094 -1.3168  0.329
H: 1.9962 -0.5235 -2.3795  -0.180
H: 1.3516 -2.6352 -3.1913  -0.028
H: 3.1120 -3.9779 -1.1246  0.325
H: 3.6077 -3.9825 -2.7621  0.402
H: 0.5720 -6.4409 -3.2184  0.300
H: 1.5168 -5.1887 -4.1826  0.348
H: 0.2337 -4.7136 -3.2193  -0.019
H: 1.6338 -2.4664 -0.2745  -0.071
H: 0.5375 -1.5553 -0.9395  -0.693
C: -4.1652 2.3751 5.1512  -1.566
C: -4.1221 2.7356 3.6431  0.250
C: -3.2954 4.0443 3.1843  0.026
O: -3.4938 5.1951 4.0034  -0.490
C: -2.5197 5.4579 5.0760  -0.689
N: -3.6470 1.5313 2.9093  -0.159
H: -3.1303 2.0559 5.2748  0.327
H: -4.8443 1.5485 5.3600  0.391
H: -4.4386 3.1637 5.8523  0.336
H: -5.1402 2.9512 3.3189  0.187
H: -3.4910 4.2919 2.1409  0.043
H: -2.2260 3.9011 3.3395  0.304
H: -3.0931 5.8982 5.8917  0.258
H: -1.8174 6.2533 4.8269  0.282
H: -1.9862 4.5633 5.3972  0.300
H: -4.0278 0.6312 3.1642  0.215
H: -2.6759 1.2901 2.7721  0.093
C: 0.2663 4.4816 -3.5869  -1.717
C: -0.9605 3.9454 -2.7672  2.825
C: -1.9025 4.8409 -2.0586  -0.778
O: -1.3600 5.5952 -1.0162  -0.482
C: -1.2833 4.8987 0.1867  -0.036
N: -1.6515 3.0315 -3.6423  -0.752
H: -0.0282 4.9135 -4.5434  0.357
H: 1.0224 3.7164 -3.7625  0.297
H: 0.8883 5.1966 -3.0484  0.457
H: -0.6801 3.2851 -1.9466  -1.315
H: -2.7759 4.2524 -1.7776  -0.014
H: -2.4186 5.5033 -2.7536  0.396
H: -1.5387 5.6726 0.9105  0.389
H: -0.3599 4.3266 0.2768  0.007
H: -1.9924 4.0721 0.2324  -0.122
H: -2.2593 2.4986 -3.0367  -0.143
H: -0.9936 2.4429 -4.1330  0.573
C: 4.0534 0.0871 2.2501  -0.440
C: 5.2020 -0.5006 2.9354  0.362
C: 4.8371 -1.3963 4.1778  -0.642
O: 3.9194 -0.8680 5.1066  -0.322
C: 3.6281 -1.8053 6.1736  -0.641
N: 5.8968 -1.2938 1.9155  -0.750
H: 4.4210 0.5072 1.3139  -0.105
H: 3.5635 0.7483 2.9648  0.506
H: 3.3043 -0.6643 2.0004  -0.304
H: 5.8561 0.3360 3.1810  0.328
H: 5.7942 -1.5764 4.6673  0.437
H: 4.4647 -2.3380 3.7744  0.129
H: 3.2467 -2.7376 5.7571  0.197
H: 2.9217 -1.3245 6.8503  0.253
H: 4.4849 -2.1058 6.7767  0.336
H: 6.0767 -0.6349 1.1715  0.265
H: 6.8145 -1.4449 2.3094  0.291
C: -2.1148 -2.2589 -4.2079  -1.785
C: -1.0498 -1.3489 -4.9385  0.241
C: -0.6801 -0.1469 -4.0391  0.993
O: 0.0117 0.8664 -4.8722  -0.533
C: 1.4029 0.6152 -5.1471  -0.497
N: 0.0301 -2.3560 -5.3891  -0.497
H: -2.9804 -1.6102 -4.0734  0.512
H: -2.0142 -2.7184 -3.2246  0.263
H: -2.4594 -3.0282 -4.8990  0.514
H: -1.3792 -0.8743 -5.8628  0.270
H: -0.1086 -0.4779 -3.1719  -0.344
H: -1.6116 0.2887 -3.6775  -0.182
H: 1.5763 -0.2702 -5.7587  0.172
H: 1.9979 0.5749 -4.2347  0.078
H: 1.8451 1.4716 -5.6562  0.368
H: 0.6004 -1.9169 -6.0977  0.173
H: -0.2370 -3.1747 -5.9169  0.237
C: -6.4012 3.5764 -0.7794  0.580
O: -6.9528 4.6302 -0.4970  -0.732
N: -5.6753 2.8271 -0.0092  -0.242
N: -6.5862 2.8910 -1.9251  -0.337
H: -5.5961 3.1807 0.9335  0.075
H: -5.1072 2.0566 -0.3315  0.176
H: -7.3733 3.2803 -2.4242  0.172
H: -6.0525 2.0772 -2.1954  0.266
C: -6.4811 -5.0956 -1.6905  0.763
O: -5.8834 -5.6237 -2.6213  -0.685
N: -6.1692 -3.9902 -1.1290  -0.248
N: -7.6541 -5.4754 -1.2317  -0.385
H: -5.4164 -3.4355 -1.5106  0.096
H: -6.6678 -3.6321 -0.3270  0.160
H: -8.2172 -6.1738 -1.6956  0.224
H: -8.0625 -4.8706 -0.5335  0.126
C: -1.3918 -5.0881 -0.0804  0.433
O: -2.0765 -5.8201 0.5575  -0.794
N: -0.1269 -5.3670 -0.0863  0.061
N: -1.6508 -3.9092 -0.6460  0.483
H: 0.4986 -4.7623 -0.5992  -0.373
H: 0.2202 -6.2223 0.3237  0.483
H: -2.6159 -3.6355 -0.7631  -0.162
H: -0.7832 -3.4993 -0.9613  -0.148